DFT (the ωB97M-V functional and the def2-TZVPD basis) results for a 2-piece molecular cluster, C22H49N5O8PS overall.

**LUMO level**: -4.328 eV
**2S+1**: 1
**Total charge**: +1
**Orbital gap**: 6.93 eV

Last column: Mulliken charge in e.
Element x y z (Å)
C: 6.83552 -1.91520 0.07536  -0.5942
O: 5.51374 -1.98940 -0.50247  -0.3629
C: 5.15826 -0.79225 -1.23409  -0.1534
C: 5.86434 0.54584 -0.71699  -0.4452
C: 5.03273 1.78600 -1.33406  -0.3865
C: 4.89898 2.98562 -0.29027  -0.7268
C: 3.98772 2.67523 0.98310  -0.8717
C: 2.57335 2.00744 0.65207  -0.1464
C: 1.45086 3.08544 0.19365  -0.7187
C: 0.59580 2.56846 -1.07633  -0.4314
C: -0.97074 2.43661 -0.77340  -0.5859
N: -1.62403 1.30351 -1.53750  1.2948
C: -1.55531 1.52164 -3.01830  -1.1259
C: -0.34222 0.78532 -3.73998  -0.5199
C: -0.45884 -0.79469 -3.79519  0.2810
N: -1.46726 -1.54185 -4.52909  -0.3880
O: 0.41740 -1.46547 -3.18390  -0.5940
C: -3.02652 1.28089 -1.06645  -1.4416
N: -3.95049 2.14958 -1.52800  0.2369
P: -5.66199 2.11802 -1.02799  0.6712
O: -6.25757 0.70315 -1.10163  -0.5595
O: -5.92531 2.82690 0.47631  -0.4516
O: -6.51004 3.02037 -2.20547  -0.5529
N: -3.46645 0.31724 -0.08358  0.5911
C: -3.37037 1.01332 1.25465  -0.7339
N: -2.58671 0.27560 2.27561  -0.3903
C: -2.68600 -0.95110 -0.14681  -1.1995
C: -2.82546 -1.71556 -1.56132  1.3593
C: -4.22276 -2.54082 -1.52033  -1.3644
O: -1.76817 -2.68531 -1.68509  -0.5653
H: 7.11928 -2.98997 0.36878  0.2582
H: 7.64371 -1.56795 -0.64414  0.2635
H: 6.83574 -1.33024 1.06498  0.2156
H: 5.30518 -0.90706 -2.37072  0.2036
H: 4.03093 -0.64197 -1.07115  0.1165
H: 6.95708 0.59731 -1.06350  0.3835
H: 5.80853 0.66396 0.41561  0.1723
H: 5.66292 2.16466 -2.21907  0.4192
H: 4.03497 1.46201 -1.79850  0.0015
H: 5.95729 3.18779 0.11201  0.3333
H: 4.60722 3.93217 -0.85793  0.3254
H: 3.75342 3.69447 1.46590  0.3787
H: 4.50996 2.06444 1.78905  0.3671
H: 2.70424 1.16185 -0.09338  -0.0771
H: 2.21805 1.51087 1.62783  0.2924
H: 2.05344 4.00898 -0.13291  0.4089
H: 0.80800 3.40094 1.07475  0.3731
H: 0.96761 1.49812 -1.26973  0.0954
H: 0.77605 3.23509 -1.99394  0.3843
H: -1.48748 3.43983 -0.92652  0.2102
H: -1.05510 2.17191 0.34194  0.2943
H: -1.47053 2.64074 -3.21577  0.4172
H: -2.55226 1.18521 -3.48305  0.6132
H: 0.68402 1.04071 -3.34016  0.0676
H: -0.35257 1.14827 -4.83317  0.5194
H: -1.16754 -2.52982 -4.52912  0.3095
H: -1.49216 -1.25769 -5.52207  0.2894
H: -3.71300 2.89434 -2.21029  0.4109
H: -5.64062 3.76730 0.50188  0.3569
H: -6.92035 2.35492 -2.81284  0.3664
H: -4.44908 1.08552 1.65482  0.3145
H: -3.01088 2.10039 1.18144  0.4974
H: -3.09832 -0.58127 2.55759  0.3021
H: -2.61494 0.85206 3.13779  0.2837
H: -3.07879 -1.69462 0.63488  0.4714
H: -1.57612 -0.80482 0.11604  0.3180
H: -2.80740 -1.01560 -2.45822  -0.3195
H: -4.64046 -2.50300 -2.58753  0.3740
H: -4.96350 -2.08643 -0.78189  0.2676
H: -3.94318 -3.61026 -1.21287  0.3320
H: -0.96318 -2.25364 -1.33197  0.3624
C: 0.44041 -3.69700 3.44851  -0.4765
C: 0.88252 -3.35332 4.87273  -0.6546
C: -0.24255 -2.54166 5.51924  -0.6359
S: -1.75701 -3.06125 4.71960  1.0379
O: -2.29266 -1.94136 3.97459  -0.6299
O: -2.55704 -3.81386 5.65602  -0.6837
C: -0.99490 -4.19290 3.56958  -0.6896
H: 1.08717 -4.44924 2.99366  0.3609
H: 0.47511 -2.79836 2.82402  0.2221
H: 1.04162 -4.27700 5.43746  0.3057
H: 1.82288 -2.79875 4.88102  0.3463
H: -0.31534 -2.73482 6.58947  0.3373
H: -0.11699 -1.47229 5.34232  0.3591
H: -1.53502 -4.18147 2.62331  0.3580
H: -1.03079 -5.19072 4.01115  0.3449